This record from OMol25 describes 2 unconnected molecules or ions with the total composition C5H7NO at a distorted geometry. The level of theory is ωB97M-V/def2-TZVPD.

Each line ends with the Löwdin charge.
Geometry (Å):
C: -0.060 -2.234 1.741  -0.360
C: 1.593 0.612 -0.359  0.012
C: -0.877 1.039 -1.377  -0.101
C: -1.012 0.932 0.103  -0.128
C: 0.299 0.615 -0.562  -0.279
N: 0.104 -1.802 0.596  0.177
O: -0.547 -2.657 2.699  0.171
H: 2.094 0.564 0.660  0.089
H: 2.316 0.551 -1.102  0.029
H: -1.400 0.371 -2.017  0.087
H: -0.786 1.968 -1.856  0.076
H: -1.061 1.750 0.757  0.075
H: -1.640 0.182 0.586  0.086
H: 0.977 -1.891 0.131  0.066

Energy relative to the best compared isomer or geometry (same formula, charge and spin) (kcal per mole): 56.3
LUMO (alpha / beta) (eV): 0.615 / -2.177
2S+1: 3